a.
Entry from OMol25: a gas-phase ion, C7H12 (charge -1) (ωB97M-V/def2-TZVPD).

Summary:
Charge   -1
Multiplicity   2
Lowest unoccupied orbital energy (alpha / beta)   4.05 / 3.96 eV
<S²>   0.7545
E_HOMO (alpha / beta)   0.0296 / -0.0844 hartree

XYZ file:
```
19
C7H12 (ωB97M-V/def2-TZVPD)
C -1.702 0.127 -1.262
C -0.330 0.685 -0.900
C 0.492 -0.091 0.088
C 0.338 0.026 1.427
C -0.649 1.081 2.008
C 2.489 -1.406 -0.653
C 1.110 -1.387 -0.382
H -2.404 0.946 -1.058
H -1.816 -0.141 -2.330
H -2.035 -0.706 -0.639
H 0.305 0.511 -1.805
H -0.325 1.777 -0.843
H 0.847 -0.550 2.185
H -0.604 1.134 3.099
H -0.519 2.071 1.590
H -1.677 0.713 1.905
H 3.184 -0.788 -0.094
H 2.828 -1.813 -1.595
H 0.469 -2.186 -0.740
```

Mulliken population analysis, charges in e, atoms 1 to 4:
1. C -1.173
2. C -0.754
3. C -0.143
4. C -0.326

b.
Entry from OMol25: a gas-phase ion, C7H12 (charge -1) (ωB97M-V/def2-TZVPD).

Summary:
Charge   -1
Multiplicity   2
Lowest unoccupied orbital energy (alpha / beta)   4.09 / 3.95 eV
<S²>   0.7515
E_HOMO (alpha / beta)   0.0433 / -0.1711 hartree

XYZ file:
```
19
C7H12 (ωB97M-V/def2-TZVPD)
C -0.195 -2.377 -0.749
C 0.946 -1.282 -0.772
C 0.340 0.095 -0.598
C -0.413 0.642 -1.597
C 0.582 0.773 0.657
C -0.663 1.482 1.105
C -0.613 2.064 2.384
H -0.602 -2.509 0.181
H -0.852 -2.236 -1.707
H 0.387 -3.448 -0.778
H 1.288 -1.396 -1.859
H 1.699 -1.721 -0.102
H -0.952 1.565 -1.583
H -0.441 0.205 -2.578
H 1.316 1.557 0.426
H 0.777 0.030 1.464
H -1.363 1.844 0.367
H -1.474 2.701 2.662
H 0.234 2.012 3.075
```

Mulliken population analysis, charges in e, atoms 1 to 4:
1. C -1.313
2. C -1.735
3. C 0.990
4. C -1.811

How do the structures above rank in stability at the extremes? a comes first and b comes last.